# CH4O2P2

One molecule with the formula CH4O2P2 in a non-equilibrium geometry (ωB97M-V with the def2-TZVPD basis set, OMol25).

Structure (XYZ):
```
9
Properties=species:S:1:pos:R:3
C 0.294 -0.203 0.363
P 1.228 0.893 -0.859
O 2.535 -0.262 -0.967
P 3.703 -0.589 -0.023
O 3.854 0.550 1.227
H 0.195 -1.171 -0.089
H 1.036 -0.268 1.160
H -0.607 0.219 0.610
H 1.865 1.499 0.133
```

- Energy: -23773.987 eV
- Total charge: 0
- HOMO-LUMO gap: 9.661 eV
- Relative energy (zero: lowest compared OMol25 entry of this formula, charge and spin): 113.2 kJ/mol
- Structure (SMILES): CPOP=O